# 1
{"formula": "C3H6N2O", "method": "ωB97M-V/def2-TZVPD", "total_charge": 0, "homo_ev": [-9.85, -8.56], "lumo_ev": [-0.377, -0.185], "de_lowest_kcal_mol": 133.71, "energy_ev": -8230.9004, "species": ["C", "C", "C", "N", "N", "O", "H", "H", "H", "H", "H", "H"], "xyz": [[0.2948, 0.3016, -0.9744], [-0.9907, 1.0272, -0.6944], [0.3153, -0.8878, 1.2224], [0.8527, 0.3180, -2.0753], [0.8674, -0.5810, -0.0626], [2.0511, -0.8940, -0.3913], [-0.8346, 1.4190, 0.4027], [-1.1765, 1.8026, -1.3058], [-1.8927, 0.3999, -0.8543], [0.5286, -0.0940, 1.9885], [-0.8301, -0.9348, 1.1113], [0.8147, -1.8766, 1.6333]], "forces_ev_per_a": [[-1.5, -0.3, -0.4], [0.5, -2.1, 4.2], [-0.7, -1.2, 1.8], [0.4, 1.0, -2.0], [0.7, 0.2, 0.4], [0.4, -0.8, 0.9], [-1.0, -0.6, -2.0], [0.1, 2.9, -2.2], [0.7, -0.1, 0.8], [0.0, -0.5, -0.7], [1.8, -0.3, 0.4], [-1.3, 1.9, -1.1]]}

---

# 2
{"formula": "C3H6N2O", "method": "ωB97M-V/def2-TZVPD", "total_charge": 0, "smiles": "c1c[nH]cn1.O", "homo_ev": -8.62, "lumo_ev": 0.957, "de_lowest_kcal_mol": 44.59, "energy_ev": -8234.7653, "species": ["C", "C", "N", "C", "N", "H", "H", "H", "H", "H", "H", "O"], "xyz": [[-0.0374, 0.9203, 0.9808], [-0.5731, -0.2644, 1.5919], [-1.0658, -1.0101, 0.5219], [-1.0215, -0.2762, -0.6812], [-0.4680, 0.9833, -0.3383], [0.2583, 1.8968, 1.3457], [-0.6242, -0.5561, 2.6730], [-1.4407, -1.9308, 0.6132], [-1.1829, -0.6482, -1.7014], [1.8418, 0.6695, -1.6227], [3.1374, 0.2542, -1.4027], [2.3173, -0.2220, -1.5674]], "forces_ev_per_a": [[-3.5, -1.2, -0.7], [1.2, 1.4, -1.1], [0.1, 1.4, -0.8], [2.1, 2.9, 3.8], [-0.1, -3.8, -1.2], [0.3, -0.6, 0.7], [0.1, 0.0, -1.6], [-0.1, -0.3, 0.0], [-0.2, 0.2, 0.9], [-0.5, -2.1, 0.0], [1.0, -0.9, 0.2], [-0.6, 2.9, -0.1]]}

---

# 3
{"formula": "C3H6N2O", "method": "ωB97M-V/def2-TZVPD", "total_charge": 0, "homo_ev": -8.58, "lumo_ev": 1.001, "de_lowest_kcal_mol": 89.62, "energy_ev": -8232.8125, "species": ["C", "C", "C", "N", "N", "O", "H", "H", "H", "H", "H", "H"], "xyz": [[-0.5826, 1.1824, -1.0780], [0.5967, -0.0122, 0.5357], [-0.0459, -1.2624, 1.0938], [0.3937, 0.5131, -1.8928], [1.2134, -0.1651, -1.3725], [-0.2460, 1.0317, 0.2527], [-0.6049, 2.2134, -1.2477], [-1.4889, 0.8246, -1.2225], [1.3762, 0.3257, 1.1655], [-0.3540, -1.9692, 0.3570], [-0.9535, -0.9154, 1.7084], [0.6956, -1.7666, 1.7004]], "forces_ev_per_a": [[3.0, 0.9, 1.5], [-0.4, -0.3, -2.2], [-0.7, 1.1, 0.6], [0.2, 0.1, -1.3], [-0.5, -0.4, 2.8], [0.6, -0.2, 1.3], [0.2, 1.7, -0.8], [-4.3, -2.1, -1.3], [1.1, 0.4, 0.3], [-0.5, -0.4, -0.7], [1.4, -0.7, -0.7], [-0.1, -0.1, 0.4]]}

---

# 4
{"formula": "C3H6N2O", "method": "ωB97M-V/def2-TZVPD", "total_charge": 0, "homo_ev": -6.68, "lumo_ev": 0.654, "de_lowest_kcal_mol": 79.19, "energy_ev": -8233.2646, "species": ["O", "C", "N", "C", "C", "N", "H", "H", "H", "H", "H", "H"], "xyz": [[2.4147, -0.2513, -0.5020], [1.2343, -0.3092, -0.2305], [0.4684, 0.9102, 0.2977], [-0.9400, 0.6326, -0.1522], [-0.9846, -0.7549, 0.4474], [0.2979, -1.2395, -0.1519], [0.9376, 1.7930, 0.0970], [-0.9147, 0.7347, -1.2565], [-1.6247, 1.3616, 0.2856], [0.3538, 0.6974, 1.3159], [-1.8095, -1.3661, 0.0783], [0.5669, -2.2085, -0.2289]], "forces_ev_per_a": [[-0.5, 0.0, 0.2], [0.1, 0.0, 0.0], [0.2, 0.1, 0.1], [0.0, 0.2, 0.1], [-0.1, -0.1, -0.3], [0.2, -0.1, 0.0], [-0.1, -0.2, -0.1], [0.0, -0.1, 0.2], [0.1, -0.2, 0.0], [0.2, 0.2, 0.0], [0.1, 0.1, 0.0], [-0.1, 0.1, 0.0]]}

---

# 5
{"formula": "C3H6N2O", "method": "ωB97M-V/def2-TZVPD", "total_charge": 0, "smiles": "C=CC/N=[NH+]/[O-]", "homo_ev": -9.70, "lumo_ev": 0.725, "de_lowest_kcal_mol": 119.81, "energy_ev": -8231.5034, "species": ["C", "C", "C", "N", "N", "O", "H", "H", "H", "H", "H", "H"], "xyz": [[0.4597, 0.6108, -0.5313], [0.7633, -0.3628, 0.6080], [0.4799, 1.8955, -0.5591], [-0.1214, -1.5479, 0.6904], [-1.2089, -1.6245, 0.1078], [-2.0312, -2.5470, 0.2425], [0.2351, 0.1371, -1.5303], [-1.7511, -0.8179, -0.3688], [1.7333, -0.8729, 0.5148], [0.8136, 0.1967, 1.6819], [0.0426, 2.5241, -1.3000], [0.5851, 2.4089, 0.4442]], "forces_ev_per_a": [[0.1, -3.6, -1.7], [-0.3, 0.9, 1.2], [-0.8, 2.9, 3.4], [0.7, 0.1, 0.4], [-2.4, 1.8, 0.3], [0.5, -0.7, -0.2], [0.2, 0.0, 1.1], [1.9, -0.5, 0.3], [0.0, 0.6, -0.2], [-0.4, -1.3, -2.5], [0.4, 0.1, -0.9], [0.3, -0.3, -1.2]]}

---

# 6
{"formula": "C3H6N2O", "method": "ωB97M-V/def2-TZVPD", "total_charge": 0, "homo_ev": [-8.54, -8.54], "lumo_ev": [-1.031, -1.033], "de_lowest_kcal_mol": 123.63, "energy_ev": -8231.3375, "species": ["C", "C", "C", "N", "N", "O", "H", "H", "H", "H", "H", "H"], "xyz": [[0.1451, -1.7607, -0.4047], [0.0702, 1.1476, -0.3263], [-0.9184, 0.7083, 0.7187], [1.2641, 0.1993, -0.3195], [1.1094, -1.0331, -0.8639], [-0.6330, -1.4476, 0.5373], [-0.0423, -2.7234, -0.8867], [-0.3400, 1.2494, -1.2921], [0.4996, 2.1481, 0.0839], [-0.4411, 0.7344, 1.6762], [-2.0665, 0.7169, 0.4001], [1.3529, 0.0609, 0.6771]], "forces_ev_per_a": [[0.3, 0.1, -0.4], [0.4, 0.7, 2.4], [-0.7, -1.8, -3.5], [0.1, 1.9, 1.2], [-0.3, -1.3, -2.1], [-1.6, 2.2, 1.5], [0.2, 0.0, 0.0], [-0.3, 0.2, -1.1], [-0.6, -1.5, -1.0], [-0.9, -0.1, 0.8], [2.7, -0.3, 1.5], [0.6, 0.0, 0.7]]}

---

# 7
{"formula": "C3H6N2O", "method": "ωB97M-V/def2-TZVPD", "total_charge": 0, "homo_ev": [-8.27, -8.27], "lumo_ev": [-0.496, -0.495], "de_lowest_kcal_mol": 112.85, "energy_ev": -8231.8049, "species": ["C", "C", "C", "N", "N", "O", "H", "H", "H", "H", "H", "H"], "xyz": [[0.0400, 0.2904, -0.7964], [0.5857, 1.3174, 0.1901], [-1.1834, -0.6626, 0.3375], [0.7411, -0.9221, -0.8940], [0.3800, -1.5757, 0.1273], [-2.2088, -1.1134, -0.0942], [-0.1930, 0.7033, -1.7760], [0.7554, -2.5189, 0.2389], [-1.0773, -0.2544, 1.3540], [1.4387, 1.8519, -0.2348], [0.9121, 0.8389, 1.1142], [-0.1905, 2.0451, 0.4334]], "forces_ev_per_a": [[-2.1, -0.2, 2.0], [0.5, -0.1, -0.5], [-0.6, 2.7, -1.1], [0.9, -1.8, 1.6], [0.5, 0.1, -2.0], [0.5, -0.6, 0.1], [-0.2, -0.1, 0.1], [0.4, 0.1, -0.2], [0.1, 0.0, 0.0], [0.0, 0.1, 0.1], [0.0, -0.1, 0.0], [0.0, -0.1, -0.1]]}

---

# 8
{"formula": "C3H6N2O", "method": "ωB97M-V/def2-TZVPD", "total_charge": 0, "smiles": "[H]/N=C(/C)NC=O", "homo_ev": -10.09, "lumo_ev": 0.804, "de_lowest_kcal_mol": 18.35, "energy_ev": -8235.9032, "species": ["C", "N", "C", "C", "N", "O", "H", "H", "H", "H", "H", "H"], "xyz": [[-1.6688, -0.5286, -0.0646], [0.7559, -0.4601, 0.1692], [-0.4557, 0.3443, 0.0212], [1.9847, 0.0455, -0.0754], [-0.5849, 1.5812, 0.1352], [3.0086, -0.5803, -0.1271], [0.7069, -1.4689, 0.2600], [0.2524, 2.1511, 0.1741], [1.9065, 1.1465, -0.2512], [-1.7594, -1.1297, 0.8389], [-1.5932, -1.1953, -0.9213], [-2.5529, 0.0944, -0.1590]], "forces_ev_per_a": [[-0.1, 0.1, -0.1], [-1.1, 0.6, -0.3], [0.6, -1.8, 1.2], [0.0, 1.1, -0.3], [0.0, 0.9, -0.7], [0.2, -0.2, 0.1], [-0.3, 0.2, -0.1], [0.2, -0.2, 0.3], [0.5, -0.4, 0.0], [0.0, -0.1, 0.0], [0.0, -0.1, 0.0], [0.0, 0.0, 0.0]]}

---

# 9
{"formula": "C3H6N2O", "method": "ωB97M-V/def2-TZVPD", "total_charge": 0, "smiles": "C=N/C([NH3+])=C/[O-]", "homo_ev": -7.57, "lumo_ev": 0.276, "de_lowest_kcal_mol": 66.32, "energy_ev": -8233.8226, "species": ["C", "N", "C", "N", "C", "O", "H", "H", "H", "H", "H", "H"], "xyz": [[1.8676, 0.5741, 0.3332], [0.7291, 1.1173, 0.0904], [-0.3332, 0.3675, -0.2716], [-0.2418, -1.0905, -0.0060], [-1.6768, 0.7606, -0.3741], [-2.6093, -0.0661, -0.3911], [2.1136, -0.4662, 0.0748], [2.6804, 1.1614, 0.7456], [0.3275, -1.2205, 0.8432], [-1.2410, -1.3674, 0.1111], [0.1799, -1.6574, -0.7451], [-1.8579, 1.8469, -0.4550]], "forces_ev_per_a": [[0.1, 0.1, -0.1], [0.1, -0.2, 0.1], [-0.1, 0.0, 0.0], [0.0, -0.1, -0.1], [0.2, 0.0, 0.0], [0.1, 0.0, 0.0], [-0.1, 0.1, 0.2], [-0.1, 0.1, -0.2], [-0.2, -0.1, 0.0], [0.1, 0.1, -0.1], [-0.1, 0.1, 0.1], [0.0, -0.2, 0.1]]}

---

# 10
{"formula": "C3H6N2O", "method": "ωB97M-V/def2-TZVPD", "total_charge": 0, "homo_ev": -8.61, "lumo_ev": 0.687, "de_lowest_kcal_mol": 75.62, "energy_ev": -8233.4194, "species": ["C", "N", "C", "N", "C", "O", "H", "H", "H", "H", "H", "H"], "xyz": [[1.3302, 0.3622, 0.6679], [0.4961, 0.6735, -0.4689], [-0.4855, -0.1301, -0.7662], [-0.5330, -1.4595, -0.8644], [-1.2355, 0.9591, -0.0654], [-1.5315, 0.7652, 1.1155], [1.7855, -0.6363, 0.6412], [2.1170, 1.1125, 0.7686], [0.5824, 0.4338, 1.5011], [-1.3964, -1.9374, -1.0699], [0.3114, -2.0149, -0.8300], [-1.4407, 1.8718, -0.6295]], "forces_ev_per_a": [[0.1, -0.1, 0.2], [0.0, -0.1, -0.2], [0.2, 0.0, 0.2], [0.0, 0.1, 0.0], [-0.5, 0.1, 0.1], [-0.4, -0.1, -0.4], [-0.1, 0.1, 0.1], [-0.1, -0.1, 0.1], [0.9, -0.1, -0.1], [0.1, 0.2, 0.1], [-0.1, 0.1, 0.0], [0.0, -0.1, 0.0]]}